[1]
One molecule with the formula C20H22FNO2. Source: the OMol25 dataset; level of theory: the ωB97M-V functional and the def2-TZVPD basis.

Cartesian coordinates (Å):
O (-1.965, 2.374, 1.644)
C (-1.013, 1.775, 1.196)
C (-1.088, 1.107, -0.131)
C (-2.355, 0.922, -0.689)
C (-2.512, 0.304, -1.910)
C (-1.413, -0.156, -2.636)
C (-1.587, -0.811, -3.940)
C (-0.877, -1.963, -4.267)
C (-1.063, -2.573, -5.493)
C (-1.953, -2.041, -6.410)
C (-2.662, -0.893, -6.095)
C (-2.485, -0.284, -4.867)
C (-0.156, 0.049, -2.067)
F (0.951, -0.337, -2.736)
C (0.023, 0.664, -0.845)
C (0.278, 1.626, 1.977)
C (0.303, 2.535, 3.204)
C (1.581, 2.275, 3.993)
C (1.696, 0.795, 4.347)
N (1.684, -0.005, 3.133)
C (2.011, -1.407, 3.351)
C (2.664, -1.970, 2.084)
O (3.735, -1.160, 1.681)
C (0.424, 0.167, 2.433)
H (-3.212, 1.273, -0.133)
H (-3.502, 0.154, -2.314)
H (-0.188, -2.391, -3.555)
H (-0.509, -3.469, -5.734)
H (-2.093, -2.517, -7.370)
H (-3.354, -0.470, -6.808)
H (-3.025, 0.621, -4.630)
H (1.032, 0.800, -0.490)
H (1.127, 1.875, 1.334)
H (0.247, 3.580, 2.895)
H (-0.571, 2.325, 3.823)
H (1.589, 2.868, 4.908)
H (2.446, 2.563, 3.392)
H (2.639, 0.615, 4.869)
H (0.869, 0.512, 5.022)
H (2.739, -1.463, 4.163)
H (1.133, -2.010, 3.630)
H (3.064, -2.969, 2.274)
H (1.922, -2.048, 1.274)
H (3.455, -0.247, 1.846)
H (0.404, -0.499, 1.568)
H (-0.434, -0.093, 3.081)

Results
**Structure (SMILES)**: O=C(c1ccc(-c2ccccc2)c(F)c1)[C@H]1CCCN(CCO)C1
**HOMO energy**: -8.9 eV
**Maximum force**: 0.75 eV/Å
**ΔE to the lowest compared entry with this formula, charge and spin**: 0.2902 eV
**Gap between HOMO and LUMO**: 0.324 Eh
**E_tot**: -1080.4267 Eh
**Spin multiplicity**: 1

=====

[2]
C20H22I2N3O4S as an isolated structure. Source: the OMol25 dataset; level of theory: the ωB97M-V functional and the def2-TZVPD basis.

Cartesian coordinates (Å):
C (5.147, -2.357, 0.755)
C (4.943, -2.178, -0.752)
O (4.158, -3.188, -1.340)
C (2.800, -3.175, -0.957)
C (1.787, -2.472, -1.904)
O (0.422, -2.879, -1.601)
C (-0.079, -2.543, -0.337)
C (-0.320, -1.052, -0.112)
C (-1.575, -0.502, -0.181)
C (-2.788, -1.374, -0.470)
C (-3.242, -2.203, 0.737)
O (-3.886, -3.391, 0.207)
C (-1.801, 0.921, 0.042)
C (-3.190, 1.526, -0.004)
C (-3.880, 1.488, 1.360)
O (-3.943, 0.552, 2.057)
I (-4.889, 3.303, 2.065)
C (-0.767, 1.768, 0.306)
C (-0.920, 3.243, 0.508)
C (-0.550, 4.075, -0.541)
C (-0.698, 5.436, -0.367)
C (-1.172, 5.898, 0.855)
C (-1.483, 4.968, 1.821)
N (-1.389, 3.647, 1.682)
C (0.555, 1.254, 0.399)
N (1.665, 1.928, 0.649)
S (2.852, 0.837, 0.670)
N (2.014, -0.480, 0.375)
C (0.737, -0.151, 0.207)
H (6.044, -1.852, 1.116)
H (4.311, -1.906, 1.299)
H (5.163, -3.407, 1.050)
H (5.933, -2.269, -1.210)
H (4.616, -1.171, -1.007)
H (2.488, -4.228, -0.946)
H (2.644, -2.803, 0.056)
H (1.987, -2.838, -2.908)
H (1.876, -1.333, -2.010)
H (0.495, -2.930, 0.514)
H (-1.049, -3.025, -0.285)
H (-3.624, -0.833, -0.902)
H (-2.480, -2.105, -1.216)
H (-3.972, -1.683, 1.349)
H (-2.395, -2.559, 1.320)
H (-4.789, -3.377, 0.528)
H (-3.149, 2.575, -0.283)
H (-3.857, 1.026, -0.702)
H (-0.162, 3.650, -1.455)
H (-0.449, 6.129, -1.159)
H (-1.288, 6.961, 1.000)
H (-1.855, 5.334, 2.774)
I (3.004, -0.249, -3.055)

Results
**HOMO energy**: -3.0 eV
**Net charge**: -1
**Maximum force**: 5.24 eV/Å
**ΔE to the lowest compared entry with this formula, charge and spin**: 0.0000 eV
**Gap between HOMO and LUMO**: 0.175 Eh
**E_tot**: -2234.1197 Eh
**Spin multiplicity**: 1

=====

[3]
C20H22IrN3OS3 as an isolated structure. Source: the OMol25 dataset; level of theory: the ωB97M-V functional and the def2-TZVPD basis.

Cartesian coordinates (Å):
Ir (0.167, 0.527, 0.747)
C (-3.890, -1.510, 0.070)
C (-2.738, -0.563, 0.309)
N (-1.490, -0.997, 0.399)
N (-1.203, -2.297, 0.289)
C (0.111, -2.534, 0.235)
O (1.005, -1.620, 0.216)
C (0.518, -3.931, 0.142)
C (-0.396, -4.997, 0.115)
C (0.043, -6.296, -0.001)
C (1.403, -6.587, -0.105)
C (2.320, -5.540, -0.068)
C (1.888, -4.240, 0.051)
C (-2.947, 0.826, 0.448)
C (-4.161, 1.467, 0.099)
C (-4.300, 2.821, 0.251)
C (-3.228, 3.559, 0.786)
C (-2.074, 2.873, 1.121)
N (-1.899, 1.572, 0.956)
H (-3.516, -2.525, 0.186)
H (-4.312, -1.396, -0.932)
H (-4.680, -1.336, 0.800)
H (-1.451, -4.773, 0.190)
H (-0.677, -7.108, -0.006)
H (1.737, -7.613, -0.212)
H (3.381, -5.758, -0.131)
H (2.590, -3.421, 0.077)
H (-4.966, 0.877, -0.317)
H (-5.220, 3.324, -0.032)
H (-3.303, 4.626, 0.944)
H (-1.241, 3.398, 1.574)
S (4.535, 1.478, 2.726)
C (3.084, 1.557, 1.912)
S (1.598, 1.253, 2.681)
S (3.150, 2.149, 0.262)
C (2.094, 3.001, -2.639)
C (1.464, 1.812, -1.894)
C (0.009, 1.668, -2.357)
C (2.249, 0.546, -2.238)
C (1.441, 2.018, -0.373)
H (2.151, 2.786, -3.707)
H (3.098, 3.183, -2.264)
H (1.509, 3.912, -2.505)
H (-0.054, 1.591, -3.444)
H (-0.576, 2.529, -2.035)
H (-0.429, 0.772, -1.912)
H (2.150, 0.290, -3.296)
H (1.889, -0.287, -1.637)
H (3.301, 0.700, -2.010)
H (1.013, 3.018, -0.175)

Results
**HOMO energy (spin up / spin down)**: 0.7 / 0.7 eV
**Net charge**: -2
**Maximum force**: 4.47 eV/Å
**ΔE to the lowest compared entry with this formula, charge and spin**: 2.7114 eV
**Gap between HOMO and LUMO (spin up / spin down)**: 0.152 / 0.152 Eh
**E_tot**: -2313.6829 Eh
**Spin multiplicity**: 1

=====

[4]
C20H22N13ReS as an isolated structure. Source: the OMol25 dataset; level of theory: the ωB97M-V functional and the def2-TZVPD basis.

Cartesian coordinates (Å):
Re (-0.078, 0.101, 0.183)
N (2.740, -0.532, 2.147)
C (2.918, -0.474, 0.780)
N (4.021, -0.757, 0.140)
N (3.691, -0.564, -1.174)
N (2.480, -0.174, -1.294)
N (1.937, -0.116, -0.039)
C (1.595, -0.081, 2.758)
N (1.503, 0.156, 4.042)
N (0.230, 0.609, 4.212)
N (-0.392, 0.670, 3.101)
N (0.444, 0.188, 2.124)
H (3.550, -0.677, 2.730)
C (1.571, 3.050, 0.818)
S (0.039, 2.571, 0.009)
C (-1.185, 3.246, 1.142)
H (1.607, 2.643, 1.827)
H (1.611, 4.137, 0.844)
H (2.391, 2.663, 0.218)
H (-1.062, 4.326, 1.159)
H (-1.066, 2.809, 2.132)
H (-2.168, 3.000, 0.743)
C (-3.094, -0.685, 2.077)
C (-3.248, -0.179, 0.704)
C (-4.474, 0.054, -0.018)
C (-4.135, 0.481, -1.259)
C (-2.699, 0.518, -1.296)
C (-1.817, 0.860, -2.439)
N (-2.187, 0.143, -0.097)
H (-4.039, -1.055, 2.465)
H (-2.711, 0.108, 2.728)
H (-2.345, -1.480, 2.111)
H (-5.463, -0.108, 0.382)
H (-4.786, 0.731, -2.081)
H (-2.218, 0.452, -3.366)
H (-0.792, 0.481, -2.325)
H (-1.743, 1.945, -2.563)
N (4.028, -9.331, 2.979)
C (3.452, -8.439, 2.542)
C (2.722, -7.317, 1.999)
C (1.394, -7.478, 1.615)
C (0.688, -6.403, 1.105)
C (1.327, -5.183, 0.973)
C (2.653, -5.009, 1.333)
C (3.350, -6.083, 1.858)
N (0.598, -4.068, 0.437)
C (-0.223, -4.080, -0.674)
C (-0.659, -2.809, -0.836)
N (-0.116, -2.022, 0.168)
C (0.632, -2.818, 0.912)
H (0.915, -8.441, 1.729)
H (-0.354, -6.513, 0.833)
H (3.150, -4.060, 1.175)
H (4.388, -5.973, 2.142)
H (-0.384, -4.970, -1.256)
H (-1.302, -2.408, -1.601)
H (1.189, -2.522, 1.786)

Results
**HOMO energy (spin up / spin down)**: -11.4 / -11.5 eV
**Net charge**: +1
**Maximum force**: 0.65 eV/Å
**Gap between HOMO and LUMO (spin up / spin down)**: 0.294 / 0.215 Eh
**E_tot**: -1963.3471 Eh
**Spin multiplicity**: 4

=====

[5]
One molecule with the formula C20H22N2O. Source: the OMol25 dataset; level of theory: the ωB97M-V functional and the def2-TZVPD basis.

Cartesian coordinates (Å):
C (0.723, 2.384, 1.043)
C (2.129, 2.739, 0.661)
C (2.483, 4.080, 0.560)
C (3.758, 4.467, 0.193)
C (4.711, 3.503, -0.080)
C (4.373, 2.166, 0.021)
C (3.094, 1.765, 0.390)
C (2.794, 0.294, 0.465)
C (2.157, -0.208, -0.837)
N (2.184, -1.661, -0.912)
C (1.378, -2.353, 0.082)
C (-0.092, -2.011, 0.034)
C (-0.900, -2.423, -0.969)
C (-2.278, -2.055, -1.045)
C (-3.122, -2.488, -2.074)
C (-4.440, -2.102, -2.092)
C (-4.941, -1.276, -1.087)
C (-4.142, -0.825, -0.055)
C (-4.693, 0.063, 1.022)
C (-2.794, -1.222, -0.035)
N (-1.947, -0.816, 0.962)
C (-0.618, -1.153, 1.091)
O (0.019, -0.733, 2.043)
H (0.217, 3.247, 1.471)
H (0.162, 2.067, 0.163)
H (0.697, 1.570, 1.764)
H (1.740, 4.836, 0.775)
H (4.006, 5.517, 0.123)
H (5.712, 3.789, -0.367)
H (5.117, 1.411, -0.187)
H (2.127, 0.085, 1.301)
H (3.721, -0.261, 0.614)
H (1.137, 0.201, -0.932)
H (2.744, 0.162, -1.683)
H (1.891, -1.948, -1.841)
H (1.514, -3.426, -0.085)
H (1.763, -2.103, 1.072)
H (-0.507, -3.062, -1.750)
H (-2.722, -3.128, -2.846)
H (-5.095, -2.436, -2.882)
H (-5.980, -0.982, -1.115)
H (-4.165, 1.016, 1.048)
H (-5.745, 0.263, 0.842)
H (-4.599, -0.410, 2.000)
H (-2.312, -0.221, 1.695)

Results
**Structure (SMILES)**: Cc1ccccc1CCNCc1cc2cccc(C)c2[nH]c1=O
**HOMO energy**: -8.4 eV
**Maximum force**: 0.78 eV/Å
**ΔE to the lowest compared entry with this formula, charge and spin**: 0.0748 eV
**Gap between HOMO and LUMO**: 0.313 Eh
**E_tot**: -960.1146 Eh
**Spin multiplicity**: 1